No. 1
The following is a DFT calculation (ωB97M-V with the def2-TZVPD basis set) of a molecular structure, C2H7N2P2 at a distorted geometry.

Computed properties:
* charge: +1
* energy relative to the best compared isomer or geometry (same formula, charge and spin): 98.5 kcal per mole
* orbital gap: 6.617 eV
* E_HOMO: -13.099 eV

Atoms and positions in Å:
C1 0.42495 2.01998 -0.53866
C2 -0.58227 1.21117 0.13802
N1 -1.40695 -1.96475 -1.11538
N2 1.22212 -0.75335 1.48055
P1 1.74113 1.14182 -1.19990
P2 0.55090 -0.34948 0.05759
H1 0.52769 3.03943 -0.46815
H2 -1.03134 1.57373 1.06953
H3 -1.29729 0.70552 -0.43970
H4 -1.02466 -2.80480 -0.80327
H5 -1.50569 -1.75858 -2.11992
H6 0.62769 -0.52476 2.27721
H7 1.75373 -1.53594 1.66206

No. 2
The following is a DFT calculation (ωB97M-V with the def2-TZVPD basis set) of 7 unconnected molecules or ions with the total composition C23H60N3O18S6 at a distorted geometry.

Computed properties:
* charge: +1
* orbital gap: 7.207 eV
* E_HOMO: -11.929 eV

Atoms and positions in Å:
C1 1.21360 1.03046 3.19843
N1 1.28142 1.61487 1.83830
C2 1.35141 3.10464 1.86475
C3 2.80156 3.62608 1.94360
C4 3.82571 2.56291 2.35401
N2 3.63157 1.27111 1.60713
C5 2.36263 1.20868 1.09827
N3 2.15005 0.81465 -0.16319
H1 1.91094 0.20023 3.30022
H2 1.46394 1.75278 3.97197
H3 0.21832 0.65101 3.39719
H4 0.71636 3.49017 2.65444
H5 0.90127 3.45824 0.94097
H6 3.08839 4.01034 0.96568
H7 2.84555 4.43749 2.66243
H8 4.84635 2.90548 2.22604
H9 3.71002 2.34789 3.41842
H10 3.83999 0.46545 2.18821
H11 1.48539 0.08542 -0.36779
H12 2.61991 1.31380 -0.90275
O1 -1.78936 0.41524 4.90229
S1 -3.19214 0.12556 4.77903
O2 -3.88229 0.51250 3.58605
O3 -3.94414 0.71573 6.04145
C6 -3.72743 2.10616 6.37906
C7 -4.50359 3.04992 5.48352
C8 -3.49341 -1.57043 5.10977
H13 -2.65875 2.32365 6.36199
H14 -4.06263 2.20181 7.40908
H15 -4.12608 3.03007 4.46189
H16 -4.42040 4.06962 5.85874
H17 -5.55559 2.76881 5.45057
H18 -2.99217 -1.84433 6.03365
H19 -3.09229 -2.14204 4.27593
H20 -4.56496 -1.73103 5.18655
O4 -2.21592 5.01049 0.57712
S2 -2.01841 3.86651 -0.25883
O5 -0.79544 3.71591 -0.99916
O6 -3.25555 3.70395 -1.22060
C9 -3.65833 4.84582 -2.02617
C10 -2.77046 5.06268 -3.23135
C11 -2.28940 2.40112 0.68246
H21 -3.70466 5.73470 -1.39649
H22 -4.67348 4.61901 -2.34247
H23 -1.76903 5.37556 -2.93588
H24 -3.19022 5.83513 -3.87219
H25 -2.67237 4.14320 -3.80842
H26 -3.22893 2.49488 1.21942
H27 -1.46207 2.30562 1.38279
H28 -2.30971 1.55025 0.00692
O7 4.65336 -3.26361 -0.87765
S3 5.73691 -2.39351 -0.53848
O8 6.93042 -2.36039 -1.31973
O9 6.10880 -2.60465 0.98572
C12 6.38686 -3.96410 1.43134
C13 7.76770 -4.43830 1.03201
C14 5.14088 -0.74317 -0.38491
H29 5.60970 -4.63395 1.06159
H30 6.29848 -3.92679 2.51469
H31 7.85286 -4.56703 -0.04518
H32 7.97755 -5.39850 1.50066
H33 8.52462 -3.71702 1.34021
H34 4.26173 -0.75815 0.24043
H35 4.89157 -0.39594 -1.38546
H36 5.92261 -0.12245 0.04369
O10 -6.04049 -3.81991 5.21655
S4 -7.46966 -3.69937 5.27091
O11 -8.20252 -4.37151 6.29389
O12 -8.06515 -4.08111 3.85200
C15 -7.67722 -5.35123 3.27676
C16 -8.41323 -6.51919 3.89993
C17 -7.92404 -1.99942 5.25147
H37 -6.59586 -5.47209 3.35322
H38 -7.92313 -5.26963 2.22029
H39 -8.11631 -6.66809 4.93698
H40 -8.19420 -7.43249 3.34705
H41 -9.48859 -6.34503 3.88712
H42 -7.38986 -1.49958 4.44753
H43 -7.64181 -1.58272 6.21609
H44 -8.99881 -1.92849 5.11071
O13 7.59506 -7.12782 -1.55974
S5 6.88288 -6.67896 -2.72036
O14 5.49860 -7.00075 -2.87660
O15 7.67849 -7.14020 -4.01620
C18 8.02658 -8.53858 -4.12879
C19 6.85059 -9.39849 -4.54463
C20 7.10405 -4.94753 -2.90702
H45 8.46287 -8.88351 -3.19050
H46 8.80757 -8.57605 -4.88518
H47 6.09407 -9.44078 -3.76253
H48 7.18823 -10.41442 -4.74941
H49 6.37747 -8.99386 -5.43896
H50 8.16115 -4.71390 -2.81881
H51 6.54435 -4.47258 -2.10418
H52 6.71489 -4.64084 -3.87401
O16 -2.52587 4.96236 -8.15385
S6 -1.92549 6.05079 -7.44747
O17 -2.46976 6.47749 -6.19423
O18 -1.80678 7.29671 -8.42028
C21 -3.00274 7.72894 -9.11168
C22 -3.93762 8.51710 -8.21776
C23 -0.20133 5.75903 -7.25650
H53 -3.50203 6.86532 -9.55223
H54 -2.64661 8.35210 -9.92878
H55 -4.37023 7.88684 -7.44209
H56 -4.75052 8.93616 -8.81032
H57 -3.40295 9.32802 -7.72382
H58 0.21292 5.47043 -8.21807
H59 -0.09308 4.95139 -6.53610
H60 0.26692 6.66526 -6.88237

No. 3
The following is a DFT calculation (ωB97M-V with the def2-TZVPD basis set) of 2 unconnected molecules or ions with the total composition C7H9N at a distorted geometry.

Computed properties:
* charge: 0
* energy relative to the best compared isomer or geometry (same formula, charge and spin): 177.4 kcal per mole
* orbital gap (spin up / spin down): 8.327 / 7.621 eV
* E_HOMO (spin up / spin down): -8.493 / -8.302 eV

Atoms and positions in Å:
C1 1.91398 -1.58519 2.74090
C2 1.74259 -2.38394 3.80577
C3 0.31923 -0.23838 -0.16132
C4 1.65299 -0.72969 1.82701
C5 0.05116 1.01255 -0.31033
C6 -0.94839 1.57227 -1.34765
C7 -1.93339 0.66475 -2.06235
N1 -0.81675 2.83087 -1.56990
H1 2.36330 -3.25228 4.09224
H2 1.03148 -2.06836 4.68033
H3 0.29671 -1.17592 -0.48046
H4 2.16152 0.10582 1.63470
H5 0.38702 1.83134 0.26463
H6 -2.82960 1.24875 -2.50265
H7 -1.50775 0.13468 -2.91309
H8 -2.18507 -0.14695 -1.42501
H9 -1.32427 3.05981 -2.38622

No. 4
The following is a DFT calculation (ωB97M-V with the def2-TZVPD basis set) of a gas-phase ion, C6H11ClN (charge +1) at a distorted geometry.

Computed properties:
* charge: +1
* energy relative to the best compared isomer or geometry (same formula, charge and spin): 22.7 kcal per mole
* orbital gap: 10.411 eV
* E_HOMO: -15.331 eV
* SMILES string: C=[N+]1[C@@H](Cl)CC1(C)C

Atoms and positions in Å:
C1 -0.32278 -1.96285 0.63509
N1 -0.47250 -0.73250 0.56211
C2 -1.19717 0.44362 1.22507
Cl1 -0.49512 0.64324 2.89422
C3 -0.77277 1.30447 0.10860
C4 0.20964 0.24939 -0.35584
C5 0.19865 -0.14919 -1.80694
C6 1.67916 0.46546 0.18657
H1 0.22068 -2.45822 -0.09288
H2 -0.99644 -2.68521 1.19110
H3 -2.23918 0.23525 1.34187
H4 -1.65029 1.54768 -0.52809
H5 -0.46825 2.31831 0.41478
H6 0.77051 0.45965 -2.49780
H7 -0.79174 -0.31082 -2.27141
H8 0.60420 -1.09772 -1.87774
H9 2.47938 -0.27657 -0.07160
H10 1.46275 0.62355 1.21821
H11 1.78125 1.38246 -0.27534

No. 5
The following is a DFT calculation (ωB97M-V with the def2-TZVPD basis set) of a single C14H22N2O2S molecule at a distorted geometry.

Computed properties:
* charge: 0
* energy relative to the best compared isomer or geometry (same formula, charge and spin): 122.1 kcal per mole
* orbital gap: 7.961 eV
* E_HOMO: -8.636 eV
* SMILES string: CCS[C@@H](C)C[C@H]1Cc2onc(CC)c2[C@H](N=O)C1

Atoms and positions in Å:
C1 3.72565 2.41756 1.84529
C2 2.40738 2.29115 2.69674
S1 1.14935 3.11177 1.78741
C3 -0.61157 2.56722 2.23576
C4 -1.67677 3.28917 1.24568
C5 -0.70089 1.03856 2.01889
C6 -0.76820 0.38270 0.63134
C7 0.44011 0.75189 -0.33309
C8 0.57701 -0.20433 -1.54608
O1 1.54058 -0.25502 -2.57030
N1 1.19035 -1.44711 -3.33835
C9 0.04852 -1.87709 -2.86490
C10 -0.56431 -3.15659 -3.43740
C11 -0.52151 -4.45854 -2.66736
C12 -0.36099 -1.14659 -1.67209
C13 -1.37840 -1.65793 -0.63221
N2 -2.85606 -1.40504 -0.76748
O2 -3.35539 -2.05031 -1.72238
C14 -0.94219 -1.14258 0.68241
H1 4.55635 1.90059 2.20242
H2 3.69027 2.23054 0.79430
H3 3.95758 3.52343 1.98017
H4 2.54196 2.77094 3.72269
H5 2.21803 1.26103 2.83212
H6 -0.86500 2.87109 3.30452
H7 -1.89547 4.31897 1.32099
H8 -2.65816 2.72876 1.33145
H9 -1.46411 3.22787 0.18301
H10 0.13701 0.59779 2.53123
H11 -1.59327 0.51715 2.51349
H12 -1.71807 0.76395 0.16672
H13 0.22704 1.70892 -0.73999
H14 1.39160 0.80407 0.09068
H15 0.00664 -3.31391 -4.38489
H16 -1.59039 -2.92122 -3.82455
H17 -0.55115 -5.29485 -3.34126
H18 -1.31122 -4.53032 -1.86352
H19 0.43171 -4.39658 -2.14913
H20 -1.31560 -2.76158 -0.64659
H21 0.08431 -1.56208 0.88810
H22 -1.62277 -1.49347 1.49612

No. 6
The following is a DFT calculation (ωB97M-V with the def2-TZVPD basis set) of 2 unconnected molecules or ions with the total composition C5H14N2Si at a distorted geometry.

Computed properties:
* charge: 0
* energy relative to the best compared isomer or geometry (same formula, charge and spin): 64.8 kcal per mole
* orbital gap: 7.766 eV
* E_HOMO: -7.004 eV
* SMILES string: C/C=[SiH]\N.CC(C)=N

Atoms and positions in Å:
C1 2.13829 1.59323 1.85969
C2 0.61804 1.33918 1.79385
Si1 0.03913 -0.28128 2.01000
N1 1.17669 -1.53438 1.86987
H1 2.56723 2.02794 0.97368
H2 2.32377 2.07961 2.74002
H3 2.64877 0.68184 1.82621
H4 0.05585 2.25384 1.79641
H5 -1.37825 -0.76572 2.22495
H6 2.18987 -1.66799 2.01061
H7 0.85480 -2.26308 1.18104
C3 -1.54910 -1.00795 -2.87460
C4 -0.80612 -0.24833 -1.76226
C5 -1.58122 0.69769 -0.98657
N2 0.31474 -0.52606 -1.22674
H8 -0.77752 -1.49589 -3.61491
H9 -1.87968 -1.89666 -2.42934
H10 -2.37873 -0.39235 -3.34249
H11 -0.90794 1.29614 -0.39635
H12 -2.10408 0.03914 -0.28344
H13 -2.31042 1.26467 -1.53938
H14 0.74589 -1.19360 -1.83026

No. 7
The following is a DFT calculation (ωB97M-V with the def2-TZVPD basis set) of a gas-phase ion, C3H10N3 (charge +1) at a distorted geometry.

Computed properties:
* charge: +1
* energy relative to the best compared isomer or geometry (same formula, charge and spin): 103.5 kcal per mole
* orbital gap: 10.279 eV
* E_HOMO: -13.648 eV
* SMILES string: CN/C(C)=N/[NH3+]

Atoms and positions in Å:
C1 -2.08552 1.96014 0.77015
N1 -0.92998 0.79670 0.43047
C2 0.02039 0.01938 -0.24061
C3 0.73580 -0.87171 0.77897
N2 0.46319 -0.20497 -1.50676
N3 1.49293 -1.14193 -1.73758
H1 -1.66905 2.45760 1.63100
H2 -2.21216 2.61238 -0.08149
H3 -2.96547 1.37296 0.98275
H4 -0.89871 0.44531 1.38183
H5 0.49169 -0.64566 1.80939
H6 0.47120 -1.91769 0.60952
H7 1.82018 -0.76372 0.69633
H8 1.60400 -1.11629 -2.76706
H9 1.25830 -2.11344 -1.45449
H10 2.40320 -0.88906 -1.30241

No. 8
The following is a DFT calculation (ωB97M-V with the def2-TZVPD basis set) of 2 unconnected molecules or ions with the total composition CHO5S at a distorted geometry.

Computed properties:
* charge: -1
* energy relative to the best compared isomer or geometry (same formula, charge and spin): 80.3 kcal per mole
* orbital gap (spin up / spin down): 6.093 / 6.511 eV
* E_HOMO (spin up / spin down): -4.109 / -4.431 eV

Atoms and positions in Å:
C1 -6.48992 -1.41710 -0.54479
O1 -6.43844 -2.03857 -1.52670
O2 -6.74893 -1.49978 0.64294
O3 -6.08191 2.00147 0.78769
O4 -2.94201 0.17621 -0.04682
O5 -6.25878 0.22476 -0.84623
S1 -5.32510 1.00037 0.03028
H1 -1.96960 -0.01705 -0.10697

No. 9
The following is a DFT calculation (ωB97M-V with the def2-TZVPD basis set) of a single C4H11NS molecule at a distorted geometry.

Computed properties:
* charge: 0
* energy relative to the best compared isomer or geometry (same formula, charge and spin): 34.5 kcal per mole
* orbital gap: 9.516 eV
* E_HOMO: -8.565 eV
* SMILES string: CNCCCS

Atoms and positions in Å:
C1 1.27630 1.88230 2.51091
N1 1.09564 1.03335 1.27475
C2 -0.22211 0.43638 1.05452
C3 -0.23182 -1.03263 0.48141
C4 0.14056 -1.34075 -0.98986
S1 -1.10531 -0.58917 -2.19953
H1 1.32266 1.27129 3.45157
H2 0.48433 2.63132 2.59163
H3 2.23638 2.30700 2.58300
H4 1.51850 1.42723 0.46566
H5 -0.90724 1.02762 0.40391
H6 -0.72804 0.30637 2.11124
H7 -1.29729 -1.32050 0.61438
H8 0.41234 -1.64496 1.22831
H9 0.30158 -2.48264 -1.21734
H10 1.19406 -0.79510 -1.20932
H11 -0.29936 -0.20622 -3.09566

No. 10
The following is a DFT calculation (ωB97M-V with the def2-TZVPD basis set) of a molecular structure, C21H21Cl3I2N3O8P2Ru.

Computed properties:
* charge: 0
* 2S+1: 6
* energy relative to the best compared isomer or geometry (same formula, charge and spin): 0.0 kcal per mole
* orbital gap (spin up / spin down): 7.491 / 6.292 eV
* E_HOMO (spin up / spin down): -7.409 / -7.473 eV
* <S²>: 8.76

Atoms and positions in Å:
Ru1 0.35699 0.08841 0.42768
I1 1.11338 6.31251 -4.01066
C1 1.25566 4.79000 -2.59158
C2 1.60264 5.09213 -1.28243
C3 1.71138 4.06734 -0.36435
I2 2.28462 4.52812 1.58831
C4 1.48751 2.71300 -0.69187
O1 1.65508 1.78234 0.23278
C5 1.14129 2.44505 -2.03569
C6 0.88693 1.03913 -2.53864
N1 1.49536 0.06573 -1.62583
C7 1.62071 -1.30200 -2.10247
C8 2.16192 -2.13627 -0.96742
C9 2.74048 -3.37681 -1.19099
C10 3.16830 -4.12141 -0.11293
C11 3.02487 -3.60121 1.16599
C12 2.45985 -2.35441 1.30588
N2 2.04295 -1.62338 0.26249
C13 1.03739 3.47908 -2.96098
H1 1.79505 6.11254 -0.98274
H2 1.29679 0.93099 -3.54927
H3 -0.17783 0.82206 -2.59987
H4 2.40162 0.41356 -1.32998
H5 2.28300 -1.37972 -2.97225
H6 0.63598 -1.66525 -2.41086
H7 2.83085 -3.74866 -2.20314
H8 3.60500 -5.10021 -0.26174
H9 3.34297 -4.15137 2.03996
H10 2.34009 -1.90704 2.28364
H11 0.77860 3.24157 -3.98632
N3 -2.50812 -3.74647 -1.56740
C14 -2.57744 -2.60451 -0.56250
C15 -3.94899 -2.56473 0.10241
P1 -1.18842 -2.99959 0.63551
O2 -1.91635 -3.84825 1.79231
O3 -0.31724 -3.91077 -0.16231
O4 -0.66308 -1.74989 1.28291
P2 -2.22305 -1.08095 -1.60277
O5 -3.65620 -0.40412 -1.82547
O6 -1.72592 -1.65168 -2.88721
O7 -1.40990 -0.08288 -0.82346
H12 -3.34331 -4.32468 -1.56410
H13 -1.65256 -4.28369 -1.30371
H14 -2.33145 -3.29454 -2.49093
H15 -4.15551 -3.50277 0.61862
H16 -4.73393 -2.35816 -0.62473
H17 -3.97050 -1.76680 0.84512
H18 -2.06021 -3.31101 2.58098
H19 -3.76574 0.37941 -1.27061
Cl1 -0.12601 4.57240 6.21051
C16 -0.34191 3.67927 4.73014
C17 0.37803 2.52114 4.51984
C18 0.17728 1.84560 3.33357
Cl2 1.07340 0.37098 3.02466
C19 -0.69635 2.24775 2.31992
O8 -0.85013 1.60816 1.19560
C20 -1.40438 3.43158 2.60102
Cl3 -2.48938 4.03179 1.38975
C21 -1.23707 4.13640 3.77419
H20 1.07975 2.15733 5.25665
H21 -1.79472 5.04787 3.93676

No. 11
The following is a DFT calculation (ωB97M-V with the def2-TZVPD basis set) of a single C5H8N2 molecule at a distorted geometry.

Computed properties:
* charge: 0
* energy relative to the best compared isomer or geometry (same formula, charge and spin): 53.4 kcal per mole
* orbital gap: 8.904 eV
* E_HOMO: -8.069 eV
* SMILES string: Cc1cn(C)cn1

Atoms and positions in Å:
C1 -0.77584 -1.46851 -1.82880
C2 -0.98995 -0.88943 -0.39919
C3 -0.15411 -0.80535 0.72788
N1 0.23937 0.51536 0.77801
C4 1.15282 1.17478 1.67391
C5 -0.40024 1.16141 -0.23196
N2 -1.22367 0.39540 -0.85342
H1 -1.71716 -1.73112 -2.30871
H2 -0.32797 -0.68451 -2.49359
H3 -0.04756 -2.25830 -1.76091
H4 0.19386 -1.47173 1.52236
H5 1.90262 0.46605 2.02924
H6 1.65929 1.96873 1.11383
H7 0.61906 1.61530 2.51868
H8 -0.16218 2.15675 -0.56009

No. 12
The following is a DFT calculation (ωB97M-V with the def2-TZVPD basis set) of a molecular structure, C3H9N2O2P at a distorted geometry.

Computed properties:
* charge: 0
* energy relative to the best compared isomer or geometry (same formula, charge and spin): 33.5 kcal per mole
* orbital gap: 10.184 eV
* E_HOMO: -9.464 eV

Atoms and positions in Å:
C1 0.03416 1.45876 -0.68924
C2 1.27819 0.86965 -0.07997
C3 -0.88289 0.39851 -1.25795
N1 0.87339 -0.07865 0.94660
N2 -1.15379 -1.91307 1.54735
O1 0.57323 -2.26705 -0.65754
O2 -1.46561 -0.42044 -0.32633
P1 -0.19746 -1.31954 0.35360
H1 -0.50251 2.03342 0.09234
H2 0.30085 2.22746 -1.48086
H3 1.96275 0.68234 -0.88269
H4 1.88849 1.63746 0.69251
H5 -1.63770 0.94992 -1.85279
H6 -0.27882 -0.15993 -2.06682
H7 1.67080 -0.52929 1.51310
H8 -0.73983 -2.37084 2.31843
H9 -1.72326 -1.19871 1.83024